The following is a quantum chemistry calculation of a structure of composition C23H22Br2N4O10P2S2Ti, from the Open Molecules 2025 dataset.

Its HOMO-LUMO gap is 7.84 eV. Its net charge is 0. The value obtained for the HOMO energy is -8.857 eV. As for the energy above the lowest of the compared OMol25 structures with the same formula, charge and spin: 0.0 kcal/mol.

Positions of all 66 atoms, in Å:
Ti1 -0.15 1.08 -0.69
O1 2.20 2.93 0.25
P1 2.77 1.96 -0.90
O2 3.82 2.54 -1.72
O3 1.45 1.47 -1.58
O4 3.27 0.68 -0.06
P2 2.38 -0.23 0.94
O5 2.48 0.53 2.34
O6 2.88 -1.59 1.00
O7 0.91 0.00 0.49
H1 2.72 3.74 0.33
H2 1.90 1.30 2.36
N1 -1.86 -0.01 0.26
N2 -2.10 0.12 1.64
C1 -1.52 1.08 2.35
N3 -1.77 1.09 3.67
S1 -0.56 2.28 1.64
H3 -2.67 0.31 -0.27
H4 -1.67 -1.01 0.10
H5 -2.56 -0.66 2.09
H6 -2.28 0.35 4.12
H7 -1.29 1.76 4.23
Br1 -0.42 7.76 -1.89
C2 -1.88 6.59 -1.59
C3 -3.16 7.11 -1.50
C4 -4.22 6.24 -1.28
C5 -4.00 4.88 -1.14
C6 -2.71 4.38 -1.23
C7 -1.64 5.23 -1.47
C8 -2.48 2.92 -1.06
O8 -3.39 2.15 -0.78
O9 -1.24 2.52 -1.22
H8 -3.32 8.17 -1.61
H9 -5.23 6.64 -1.21
H10 -4.82 4.19 -0.96
H11 -0.64 4.84 -1.55
Br2 -1.73 -2.85 3.29
C9 -0.52 -3.21 1.86
C10 0.63 -3.93 2.14
C11 1.45 -4.26 1.08
C12 1.08 -3.87 -0.20
C13 -0.08 -3.13 -0.36
N4 -0.87 -2.79 0.66
H12 0.86 -4.22 3.16
H13 2.37 -4.80 1.25
H14 1.70 -4.10 -1.06
H15 -0.39 -2.78 -1.33
C14 -3.46 -4.49 -9.89
C15 -3.02 -3.76 -8.65
O10 -2.66 -2.61 -8.65
S2 -3.04 -4.79 -7.19
C16 -2.49 -3.64 -5.96
C17 -3.36 -3.28 -4.94
C18 -2.94 -2.40 -3.96
C19 -1.65 -1.86 -4.00
C20 -0.78 -2.23 -5.03
C21 -1.20 -3.12 -6.01
C22 -1.21 -0.95 -2.98
C23 -0.81 -0.19 -2.12
H16 -2.75 -4.30 -10.69
H17 -4.43 -4.10 -10.19
H18 -3.55 -5.56 -9.72
H19 -4.36 -3.68 -4.92
H20 -3.61 -2.11 -3.16
H21 0.21 -1.81 -5.06
H22 -0.53 -3.40 -6.81



The following is a quantum chemistry calculation of a structure of composition C29H30IMnN9OS, from the Open Molecules 2025 dataset.

Its HOMO-LUMO gap (alpha / beta) is 6.11 / 6.16 eV. Its net charge is 0. The value obtained for the HOMO energy (alpha / beta) is -6.553 / -6.626 eV. As for the energy above the lowest of the compared OMol25 structures with the same formula, charge and spin: 5.1 kcal/mol. The expectation value of S² is 0.8560. The spin multiplicity is 2.

Positions of all 72 atoms, in Å:
Mn1 -0.06 -0.01 0.51
C1 -4.17 2.41 -2.40
C2 -2.81 2.52 -2.64
C3 -1.89 2.23 -1.63
C4 -2.33 1.84 -0.37
C5 -3.70 1.73 -0.14
C6 -4.61 2.02 -1.14
N1 -1.40 1.48 0.63
C7 -1.53 1.98 1.85
C8 -2.26 3.16 2.24
C9 -2.29 3.56 3.53
C10 -1.61 2.83 4.57
C11 -0.90 1.72 4.25
C12 -0.84 1.30 2.89
N2 -0.19 0.18 2.45
N3 0.37 -0.59 3.33
C13 0.77 -1.79 2.76
C14 1.50 -2.69 3.55
C15 1.92 -3.87 2.98
C16 1.61 -4.14 1.65
C17 0.89 -3.20 0.95
N4 0.47 -2.04 1.48
H1 -4.88 2.64 -3.18
H2 -2.45 2.83 -3.61
H3 -0.83 2.33 -1.82
H4 -4.05 1.41 0.83
H5 -5.67 1.93 -0.94
H6 -2.76 3.74 1.47
H7 -2.83 4.46 3.80
H8 -1.67 3.18 5.59
H9 -0.37 1.15 4.99
H10 1.71 -2.43 4.57
H11 2.49 -4.58 3.57
H12 1.91 -5.06 1.16
H13 0.63 -3.35 -0.10
C18 3.46 1.23 -4.15
C19 2.55 2.37 -3.69
N5 2.41 2.44 -2.24
C20 1.60 1.64 -1.51
S1 1.43 2.02 0.16
N6 1.04 0.65 -2.21
N7 0.14 -0.06 -1.46
C21 -0.29 -1.18 -1.91
C22 0.19 -1.85 -3.16
C23 -1.38 -1.79 -1.09
C24 -1.97 -2.99 -1.46
C25 -3.00 -3.46 -0.65
C26 -3.38 -2.74 0.47
C27 -2.69 -1.57 0.78
N8 -1.72 -1.11 0.01
H14 3.56 1.26 -5.24
H15 4.45 1.33 -3.71
H16 3.04 0.27 -3.86
H17 2.97 3.32 -4.01
H18 1.56 2.27 -4.14
H19 2.77 3.24 -1.76
H20 1.18 -1.46 -3.40
H21 0.26 -2.93 -3.02
H22 -0.46 -1.66 -4.01
H23 -1.65 -3.53 -2.33
H24 -3.50 -4.39 -0.90
H25 -4.18 -3.08 1.11
H26 -2.92 -0.99 1.66
N9 3.43 -0.14 2.01
C28 3.37 -0.65 0.77
O1 2.32 -0.78 0.16
C29 4.65 -1.02 0.06
I1 6.23 -1.76 1.28
H27 2.59 0.23 2.42
H28 4.31 0.00 2.48
H29 5.04 -0.14 -0.44
H30 4.42 -1.79 -0.67



The following is a quantum chemistry calculation of an isolated molecule of C4H7NO2, from the Open Molecules 2025 dataset.

Its HOMO-LUMO gap (alpha / beta) is 7.69 / 8.17 eV. Its net charge is 0. The value obtained for the HOMO energy (alpha / beta) is -9.233 / -9.138 eV. As for the energy above the lowest of the compared OMol25 structures with the same formula, charge and spin: 119.3 kcal/mol.

Positions of all 14 atoms, in Å:
O1 2.17 -0.27 0.01
C1 1.19 0.51 -0.61
C2 -0.20 0.02 -0.38
C3 -0.54 -0.77 0.85
N1 0.13 -0.37 1.94
C4 -1.35 0.24 -1.17
O2 -2.48 0.11 -0.66
H1 1.89 -0.41 0.94
H2 1.31 1.58 -0.36
H3 1.36 0.43 -1.69
H4 -0.69 -1.85 0.72
H5 -1.64 -0.31 0.70
H6 0.10 0.65 1.96
H7 -1.25 0.42 -2.25



The following is a quantum chemistry calculation of a cluster of 13 separate species, C32H59Cl25FIN5O3 in total, from the Open Molecules 2025 dataset.

Its HOMO-LUMO gap is 7.62 eV. Its net charge is +1. The value obtained for the HOMO energy is -11.407 eV.

Positions of all 126 atoms, in Å:
N1 0.93 -0.92 0.33
C1 0.19 -1.29 -0.87
N2 -0.83 -0.22 -1.20
C2 -2.21 -0.63 -0.98
C3 -2.82 -0.01 0.32
O1 -3.69 -1.01 0.90
C4 -4.97 -0.93 0.46
O2 -5.83 -1.62 0.89
C5 -0.41 0.95 -1.62
N3 0.87 1.28 -1.80
C6 0.92 2.54 -2.20
Cl1 2.30 3.48 -2.51
N4 -0.32 2.98 -2.30
I1 -0.63 4.94 -2.87
N5 -1.21 2.03 -1.95
C7 -2.62 2.34 -1.94
C8 -2.95 3.26 -0.74
O3 -3.87 3.99 -0.69
F1 -2.06 3.17 0.27
H1 0.87 -1.66 1.02
H2 1.88 -0.77 0.05
H3 0.91 -1.53 -1.82
H4 -0.30 -2.24 -0.64
H5 -2.26 -1.71 -0.82
H6 -2.83 -0.45 -1.87
H7 -3.45 0.86 0.13
H8 -1.99 0.18 1.00
H9 -5.21 -0.21 -0.35
H10 -3.29 1.49 -2.02
H11 -2.82 2.97 -2.82
Cl2 2.57 -0.87 -2.03
C9 3.93 -1.93 -2.55
C10 5.16 -1.14 -2.87
Cl3 4.95 -0.16 -4.34
H12 3.59 -2.51 -3.40
H13 4.12 -2.62 -1.72
H14 6.00 -1.82 -3.05
H15 5.43 -0.48 -2.06
Cl4 -3.29 -1.29 5.77
C11 -4.11 -1.67 4.23
C12 -5.15 -2.75 4.39
Cl5 -4.42 -4.34 4.75
H16 -3.35 -1.96 3.51
H17 -4.59 -0.76 3.89
H18 -5.71 -2.86 3.47
H19 -5.85 -2.52 5.19
Cl6 2.48 -4.66 2.17
C13 0.82 -4.83 1.55
C14 0.79 -5.24 0.10
Cl7 1.38 -3.93 -0.97
H20 0.31 -3.89 1.71
H21 0.33 -5.59 2.15
H22 -0.24 -5.45 -0.20
H23 1.39 -6.12 -0.09
Cl8 1.19 3.50 -5.87
C15 0.93 4.70 -7.17
C16 1.35 6.09 -6.76
Cl9 0.28 6.80 -5.52
H24 -0.12 4.67 -7.45
H25 1.53 4.37 -8.02
H26 1.30 6.75 -7.63
H27 2.37 6.11 -6.38
Cl10 9.13 -0.27 -2.70
C17 8.49 1.38 -2.90
C18 8.40 2.12 -1.59
Cl11 7.14 1.45 -0.52
H28 7.52 1.31 -3.39
H29 9.17 1.90 -3.57
H30 8.13 3.16 -1.78
H31 9.34 2.10 -1.06
Cl12 4.76 4.33 -0.34
C19 4.97 4.61 1.41
C20 6.10 5.57 1.70
Cl13 7.69 4.87 1.30
H32 5.14 3.64 1.88
H33 4.03 5.02 1.79
H34 6.12 5.81 2.76
H35 5.99 6.49 1.14
Cl14 7.31 7.60 -0.93
C21 6.71 9.27 -1.11
C22 6.66 10.00 0.21
Cl15 5.40 9.34 1.29
H36 5.73 9.22 -1.58
H37 7.39 9.78 -1.78
H38 6.41 11.05 0.04
H39 7.61 9.95 0.73
Cl16 -8.97 -7.48 5.94
C23 -9.02 -6.39 4.54
C24 -8.38 -5.06 4.84
Cl17 -9.33 -4.09 6.00
H40 -10.06 -6.28 4.24
H41 -8.49 -6.89 3.73
H42 -8.31 -4.47 3.92
H43 -7.38 -5.18 5.24
Cl18 -3.79 -9.55 0.89
C25 -4.05 -9.08 2.59
C26 -3.81 -7.61 2.82
Cl19 -2.09 -7.17 2.64
H44 -3.39 -9.69 3.21
H45 -5.08 -9.33 2.84
H46 -4.10 -7.34 3.83
H47 -4.39 -7.00 2.12
Cl20 5.87 -3.17 -6.23
C27 6.64 -4.61 -5.52
C28 5.66 -5.44 -4.74
Cl21 5.12 -4.62 -3.25
H48 7.47 -4.27 -4.90
H49 7.05 -5.19 -6.35
H50 6.14 -6.38 -4.43
H51 4.78 -5.69 -5.33
Cl22 -8.39 -8.82 9.75
C29 -8.79 -7.09 9.55
C30 -8.69 -6.33 10.85
Cl23 -9.96 -6.79 12.01
H52 -9.79 -7.02 9.13
H53 -8.08 -6.68 8.83
H54 -8.80 -5.26 10.66
H55 -7.72 -6.48 11.33
Cl24 -1.29 8.40 -2.71
C31 -1.53 9.56 -4.05
C32 -1.11 10.96 -3.67
Cl25 -2.20 11.67 -2.45
H56 -2.58 9.52 -4.34
H57 -0.93 9.21 -4.89
H58 -1.15 11.60 -4.55
H59 -0.10 10.98 -3.27



The following is a quantum chemistry calculation of a cluster of 2 separate species, C10H10N2O2 in total, from the Open Molecules 2025 dataset.

The SMILES is O=c1cc[nH]c(=O)[nH]1.c1ccccc1. Its HOMO-LUMO gap is 9.83 eV. Its net charge is 0. The value obtained for the HOMO energy is -9.187 eV. As for the energy above the lowest of the compared OMol25 structures with the same formula, charge and spin: 79.6 kcal/mol.

Positions of all 24 atoms, in Å:
O1 1.53 -2.24 -1.35
C1 1.72 -1.25 -0.72
C2 2.11 -1.26 0.79
C3 2.61 -0.15 1.32
N1 2.68 1.07 0.52
C4 2.02 1.24 -0.77
O2 1.71 2.32 -1.20
N2 1.86 -0.06 -1.39
H1 2.00 -2.30 0.96
H2 3.27 0.07 2.22
H3 2.70 1.93 0.86
H4 1.12 -0.02 -2.20
C5 -1.38 0.19 1.33
C6 -1.76 -1.19 0.77
C7 -2.23 -1.21 -0.51
C8 -2.60 0.02 -1.18
C9 -2.47 1.24 -0.63
C10 -1.74 1.40 0.63
H5 -1.47 0.23 2.40
H6 -1.66 -2.13 1.26
H7 -2.39 -2.24 -1.06
H8 -2.82 -0.11 -2.14
H9 -2.91 2.10 -1.13
H10 -1.91 2.38 1.23



The following is a quantum chemistry calculation of a structure of composition C3H8N2, from the Open Molecules 2025 dataset.

Its HOMO-LUMO gap is 9.87 eV. Its net charge is 0. The value obtained for the HOMO energy is -8.813 eV. As for the energy above the lowest of the compared OMol25 structures with the same formula, charge and spin: 118.2 kcal/mol.

Positions of all 13 atoms, in Å:
C1 0.50 -0.60 -1.01
C2 -0.20 0.64 -0.21
C3 -1.41 0.38 0.65
N1 1.33 -1.12 0.06
N2 1.43 0.16 0.75
H1 -0.17 -1.27 -1.59
H2 1.15 -0.13 -1.83
H3 -0.20 1.61 -0.59
H4 -2.03 -0.42 0.34
H5 -2.07 1.19 0.50
H6 -1.17 0.45 1.70
H7 0.63 -1.63 0.80
H8 2.21 0.74 0.43



The following is a quantum chemistry calculation of an isolated molecule of C3H6N2S, from the Open Molecules 2025 dataset.

The SMILES is S=CNN1CC1. Its HOMO-LUMO gap is 9.05 eV. Its net charge is 0. The value obtained for the HOMO energy is -8.263 eV. As for the energy above the lowest of the compared OMol25 structures with the same formula, charge and spin: 71.3 kcal/mol.

Positions of all 12 atoms, in Å:
S1 0.28 -2.40 -1.46
C1 -0.22 -1.89 0.03
N1 -0.12 -0.76 0.71
N2 0.76 0.34 0.36
C2 -0.03 1.58 0.39
C3 0.30 0.86 -0.96
H1 -0.72 -2.59 0.67
H2 -0.33 -0.78 1.67
H3 -1.05 1.50 0.86
H4 0.54 2.49 0.60
H5 1.17 1.23 -1.48
H6 -0.58 0.42 -1.39



The following is a quantum chemistry calculation of a structure of composition C17H19BN6O2Re, from the Open Molecules 2025 dataset.

Its HOMO-LUMO gap (alpha / beta) is 5.64 / 4.91 eV. Its net charge is +2. The value obtained for the HOMO energy (alpha / beta) is -14.042 / -14.041 eV. The expectation value of S² is 3.7710. The spin multiplicity is 4.

Positions of all 46 atoms, in Å:
H1 -0.08 2.76 1.00
N1 0.30 1.57 -0.71
B1 0.78 0.78 -3.10
N2 0.73 1.87 -2.02
C1 0.87 3.19 -2.13
Re1 -0.30 -0.32 -0.28
H2 1.16 3.59 -3.09
C2 0.55 3.80 -0.92
H3 0.53 4.86 -0.73
C3 0.22 2.77 -0.04
H4 1.12 1.19 -4.18
C4 -1.71 -2.28 0.57
H5 -2.09 -2.22 1.60
H6 -0.67 -2.65 0.56
H7 -2.32 -3.01 0.01
N3 -0.68 0.22 -3.16
N4 1.64 -0.37 -2.53
N5 -1.34 -0.19 -1.95
N6 1.33 -0.87 -1.24
C5 -1.47 -0.07 -4.20
C6 2.69 -1.04 -3.01
H8 -1.12 0.14 -5.21
H9 3.09 -0.75 -3.97
C7 -2.67 -0.62 -3.74
C8 3.11 -1.99 -2.08
C9 -2.58 -0.68 -2.34
C10 2.29 -1.83 -0.97
H10 -3.51 -0.93 -4.33
H11 3.90 -2.71 -2.21
H12 -3.25 -1.08 -1.60
H13 2.28 -2.29 0.00
H14 -1.94 -1.23 0.08
O1 1.26 -1.87 2.04
C11 0.69 -0.88 2.49
O2 -0.03 -0.04 1.74
C12 0.72 -0.52 3.94
C13 0.37 0.76 4.38
C14 0.42 1.06 5.75
C15 0.80 0.08 6.67
C16 1.13 -1.21 6.22
C17 1.10 -1.50 4.86
H15 0.07 1.51 3.65
H16 0.16 2.06 6.11
H17 0.83 0.31 7.74
H18 1.41 -1.98 6.94
H19 1.37 -2.49 4.48



The following is a quantum chemistry calculation of a structure of composition C7H12N2, from the Open Molecules 2025 dataset.

Its HOMO-LUMO gap (alpha / beta) is 8.46 / 7.61 eV. Its net charge is +2. The value obtained for the HOMO energy (alpha / beta) is -18.146 / -18.639 eV. As for the energy above the lowest of the compared OMol25 structures with the same formula, charge and spin: 124.6 kcal/mol.

Positions of all 21 atoms, in Å:
C1 1.00 1.18 -0.28
C2 -0.35 1.27 -0.13
C3 -0.06 -1.03 0.22
C4 3.92 -0.13 0.11
C5 2.70 -0.68 -0.01
C6 -1.76 -0.46 -1.15
C7 -1.90 0.00 1.29
N1 1.53 -0.02 -0.09
N2 -0.99 0.01 0.10
H1 1.59 2.03 -0.36
H2 -0.94 2.14 0.00
H3 0.01 -2.07 0.27
H4 4.78 -0.85 0.25
H5 4.07 0.87 -0.10
H6 2.69 -1.72 0.16
H7 -2.16 -1.54 -1.10
H8 -2.36 0.47 -1.29
H9 -0.93 -0.40 -1.91
H10 -2.04 -1.03 1.52
H11 -1.49 0.63 2.11
H12 -2.90 0.47 0.92



The following is a quantum chemistry calculation of a cluster of 3 separate species, C6H18O2 in total, from the Open Molecules 2025 dataset.

The SMILES is CCCC(C)C.O.O. Its HOMO-LUMO gap is 11.24 eV. Its net charge is 0. The value obtained for the HOMO energy is -10.761 eV. As for the energy above the lowest of the compared OMol25 structures with the same formula, charge and spin: 14.6 kcal/mol.

Positions of all 26 atoms, in Å:
C1 1.90 1.65 -0.54
C2 1.08 1.81 0.77
C3 0.55 0.45 1.21
C4 -0.76 0.60 2.04
C5 -1.54 -0.70 2.27
C6 -0.53 1.32 3.36
H1 2.46 2.56 -0.73
H2 2.54 0.79 -0.39
H3 1.21 1.43 -1.36
H4 0.23 2.49 0.67
H5 1.73 2.23 1.54
H6 1.08 -0.01 2.07
H7 0.43 -0.29 0.43
H8 -1.55 1.19 1.52
H9 -0.99 -1.54 2.70
H10 -2.26 -0.95 1.48
H11 -2.31 -0.57 3.03
H12 -1.47 1.36 3.90
H13 0.14 0.68 3.96
H14 -0.01 2.27 3.30
O1 1.22 -3.54 -5.86
H15 1.81 -2.77 -5.78
H16 1.60 -4.06 -5.11
O2 -2.52 -1.99 -4.71
H17 -1.68 -1.53 -4.62
H18 -2.35 -2.86 -5.11



The following is a quantum chemistry calculation of a cluster of 6 separate species, H12O6 in total, from the Open Molecules 2025 dataset.

The SMILES is O.O.O.O.O.O. Its HOMO-LUMO gap is 11.45 eV. Its net charge is 0. The value obtained for the HOMO energy is -11.036 eV. As for the energy above the lowest of the compared OMol25 structures with the same formula, charge and spin: 23.4 kcal/mol.

Positions of all 18 atoms, in Å:
O1 -5.19 -8.26 3.14
H1 -5.50 -9.07 3.63
H2 -5.54 -8.41 2.30
O2 -3.46 -9.79 -3.30
H3 -3.27 -9.47 -2.40
H4 -2.98 -10.60 -3.41
O3 -6.66 -10.57 1.97
H5 -7.13 -11.40 1.74
H6 -6.12 -10.36 1.15
O4 -2.45 -8.65 -0.90
H7 -1.97 -7.95 -1.37
H8 -2.63 -8.13 -0.07
O5 -2.36 -7.28 1.44
H9 -3.13 -7.55 1.99
H10 -2.13 -6.36 1.68
O6 -5.21 -10.19 -0.23
H11 -4.21 -10.01 -0.11
H12 -5.39 -10.04 -1.18



The following is a quantum chemistry calculation of a cluster of 2 separate species, C12H14Cl2O in total, from the Open Molecules 2025 dataset.

Its HOMO-LUMO gap (alpha / beta) is 7.05 / 6.42 eV. Its net charge is 0. The value obtained for the HOMO energy (alpha / beta) is -6.384 / -8.079 eV. The expectation value of S² is 2.0403. The spin multiplicity is 3.

Positions of all 29 atoms, in Å:
C1 2.64 1.76 0.68
C2 2.45 0.71 0.02
C3 -1.99 0.21 1.20
C4 -0.53 -0.10 1.28
C5 -2.72 -0.32 0.16
C6 0.08 -0.54 0.21
C7 -2.10 -1.25 -0.83
C8 -0.61 -0.76 -1.03
C9 3.02 3.00 1.32
C10 -4.19 -0.08 -0.01
C11 2.69 -1.73 -0.21
C12 2.20 -0.48 -0.68
O1 1.95 -0.50 -2.06
Cl1 -0.75 0.82 -1.88
Cl2 1.44 -3.15 -0.22
H1 -2.43 1.00 1.74
H2 -0.03 0.25 2.13
H3 -2.11 -2.23 -0.32
H4 -2.48 -1.05 -1.83
H5 0.01 -1.39 -1.72
H6 4.02 3.16 1.58
H7 2.38 3.01 2.31
H8 2.70 3.75 0.65
H9 -4.41 0.56 0.79
H10 -4.64 -1.11 0.25
H11 -4.39 0.24 -1.01
H12 3.46 -2.12 -1.02
H13 3.06 -1.80 0.76
H14 1.28 0.17 -2.27



no.,maximum force (eV Å⁻¹)
1,0.53
2,2.62
3,1.88
4,4.12
5,6.45
6,6.11
7,3.21
8,4.65
9,7.57
10,2.72
11,3.17
12,4.08